# 1
{"formula": "C19H54CaF3O19S", "method": "wB97M-V/def2-TZVPD", "orbital_gap_ev": 2.139, "charge": 1, "homo_energy_ha": -0.3575, "species": ["Ca", "C", "F", "F", "F", "S", "O", "O", "O", "C", "C", "O", "O", "H", "H", "H", "H", "H", "H", "C", "C", "O", "O", "H", "H", "H", "H", "H", "H", "C", "C", "O", "O", "H", "H", "H", "H", "H", "H", "C", "C", "O", "O", "H", "H", "H", "H", "H", "H", "C", "C", "O", "O", "H", "H", "H", "H", "H", "H", "C", "C", "O", "O", "H", "H", "H", "H", "H", "H", "C", "C", "O", "O", "H", "H", "H", "H", "H", "H", "C", "C", "O", "H", "H", "H", "H", "H", "H", "C", "C", "O", "H", "H", "H", "H", "H", "H"], "coordinates": [[1.79, -0.85, -5.82], [0.03, 0.63, 1.64], [-0.25, 1.89, 1.93], [1.29, 0.54, 1.27], [-0.14, -0.08, 2.75], [-1.15, 0.00, 0.19], [-0.46, 0.09, -1.10], [-1.44, -1.36, 0.66], [-2.37, 0.80, 0.28], [-2.23, 1.26, -8.23], [-1.83, 2.40, -7.39], [-0.41, 2.52, -7.25], [-1.86, 0.07, -7.51], [-1.75, 1.23, -9.21], [-3.31, 1.20, -8.41], [-2.35, 2.47, -6.44], [-2.23, 3.28, -7.90], [-0.09, 3.43, -7.27], [-2.48, -0.58, -7.87], [6.60, 1.07, -4.76], [7.06, -0.35, -4.95], [6.12, -1.17, -5.58], [5.31, 1.09, -4.13], [6.39, 1.39, -5.78], [7.45, 1.66, -4.42], [7.24, -0.83, -3.99], [7.99, -0.33, -5.51], [6.56, -2.01, -5.69], [5.19, 1.95, -3.71], [4.98, -5.16, 3.98], [4.92, -4.15, 5.14], [6.19, -3.59, 5.45], [5.40, -4.48, 2.72], [3.99, -5.62, 3.99], [5.71, -5.97, 4.11], [4.55, -4.70, 6.01], [4.23, -3.32, 5.03], [6.59, -3.36, 4.61], [6.28, -4.12, 2.82], [1.81, 7.33, -1.48], [1.77, 8.49, -0.40], [1.93, 9.77, -0.97], [3.13, 7.04, -1.84], [1.24, 7.60, -2.37], [1.39, 6.42, -1.06], [2.47, 8.36, 0.43], [0.78, 8.59, 0.04], [2.86, 9.95, -0.80], [3.50, 7.86, -2.17], [-3.22, -7.27, 2.67], [-3.31, -7.60, 1.22], [-4.03, -6.53, 0.57], [-2.22, -6.32, 2.96], [-3.06, -8.15, 3.31], [-4.17, -6.91, 3.06], [-3.88, -8.52, 1.10], [-2.35, -7.74, 0.73], [-3.50, -5.74, 0.66], [-2.24, -5.66, 2.26], [1.67, -5.80, -3.57], [1.96, -6.15, -5.02], [1.51, -5.18, -5.97], [2.25, -4.53, -3.26], [2.06, -6.57, -2.91], [0.60, -5.64, -3.44], [1.63, -7.18, -5.17], [3.04, -6.22, -5.12], [1.18, -5.61, -6.76], [2.62, -4.62, -2.38], [-6.66, -1.64, 4.44], [-7.97, -2.19, 5.04], [-7.92, -3.59, 5.26], [-6.88, -0.38, 3.90], [-6.41, -2.36, 3.66], [-5.79, -1.67, 5.10], [-8.80, -2.00, 4.35], [-8.34, -1.77, 5.97], [-7.70, -3.71, 6.19], [-6.11, -0.22, 3.35], [-6.56, 7.68, -2.26], [-5.62, 6.47, -2.21], [-4.91, 6.26, -1.02], [-7.05, 7.68, -3.23], [-6.02, 8.61, -2.13], [-7.32, 7.54, -1.49], [-4.96, 6.56, -3.07], [-6.10, 5.52, -2.45], [-4.79, 5.31, -0.99], [2.28, 2.89, 8.84], [2.16, 3.48, 10.26], [2.32, 2.42, 11.18], [3.16, 2.29, 8.60], [2.35, 3.71, 8.13], [1.31, 2.44, 8.66], [1.20, 3.98, 10.42], [2.99, 4.15, 10.44], [3.22, 2.10, 11.11]], "mulliken_charge": [1.835, 0.622, -0.231, -0.232, -0.217, 1.043, -0.632, -0.615, -0.612, -0.408, -0.432, -0.536, -0.510, 0.283, 0.347, 0.316, 0.331, 0.318, 0.308, -0.422, -0.459, -0.529, -0.508, 0.244, 0.368, 0.341, 0.343, 0.323, 0.309, -0.381, -0.285, -0.477, -0.510, 0.303, 0.270, 0.287, 0.247, 0.268, 0.278, -0.232, -0.498, -0.509, -0.518, 0.242, 0.296, 0.327, 0.279, 0.319, 0.294, -0.234, -0.467, -0.503, -0.485, 0.317, 0.232, 0.307, 0.248, 0.307, 0.279, -0.403, -0.409, -0.528, -0.528, 0.363, 0.258, 0.367, 0.253, 0.318, 0.317, -0.207, -0.427, -0.533, -0.516, 0.234, 0.259, 0.246, 0.310, 0.315, 0.318, -0.960, -0.272, -0.510, 0.312, 0.277, 0.275, 0.244, 0.307, 0.327, -0.916, -0.273, -0.518, 0.352, 0.297, 0.237, 0.276, 0.246, 0.299]}



# 2
{"formula": "C19H54F3O12SSn", "method": "wB97M-V/def2-TZVPD", "orbital_gap_ev": [4.211, 3.287], "multiplicity": 2, "charge": 2, "homo_energy_ha": [-0.5024, -0.5024], "species": ["Sn", "C", "F", "F", "F", "S", "O", "O", "O", "C", "C", "O", "H", "H", "H", "H", "H", "H", "C", "C", "O", "H", "H", "H", "H", "H", "H", "C", "C", "O", "H", "H", "H", "H", "H", "H", "C", "C", "O", "H", "H", "H", "H", "H", "H", "C", "C", "O", "H", "H", "H", "H", "H", "H", "C", "C", "O", "H", "H", "H", "H", "H", "H", "C", "C", "O", "H", "H", "H", "H", "H", "H", "C", "C", "O", "H", "H", "H", "H", "H", "H", "C", "C", "O", "H", "H", "H", "H", "H", "H"], "coordinates": [[1.39, -3.77, 1.76], [-1.22, -0.09, -0.78], [-0.45, -0.84, -1.51], [-1.52, 1.05, -1.45], [-2.38, -0.76, -0.53], [-0.28, 0.19, 0.90], [0.25, -1.12, 1.29], [0.77, 1.20, 0.66], [-1.26, 0.68, 1.87], [4.23, 4.16, 1.05], [3.32, 2.98, 1.43], [1.96, 3.39, 1.30], [4.23, 5.08, 1.63], [3.91, 4.52, 0.07], [5.27, 3.86, 0.92], [3.60, 2.57, 2.40], [3.57, 2.18, 0.73], [1.47, 2.60, 1.09], [-2.26, 4.95, 0.66], [-1.34, 3.95, 1.40], [-2.25, 3.01, 2.02], [-2.98, 5.26, 1.42], [-2.76, 4.59, -0.24], [-1.72, 5.88, 0.47], [-0.82, 4.51, 2.17], [-0.54, 3.53, 0.78], [-1.89, 2.12, 1.97], [-3.26, -1.25, 5.81], [-2.94, -0.22, 4.68], [-2.21, -0.92, 3.68], [-3.93, -1.96, 5.32], [-3.84, -0.88, 6.66], [-2.36, -1.80, 6.08], [-2.40, 0.68, 4.99], [-3.84, 0.18, 4.22], [-1.86, -0.26, 3.07], [2.62, -0.15, -4.97], [1.52, -1.18, -4.80], [1.97, -2.31, -5.45], [2.78, 0.15, -6.01], [3.54, -0.49, -4.49], [2.37, 0.74, -4.40], [0.61, -0.94, -5.35], [1.31, -1.44, -3.76], [1.67, -2.23, -6.36], [-5.10, -2.57, -2.01], [-6.15, -1.62, -1.34], [-7.41, -1.86, -1.92], [-4.09, -2.49, -1.61], [-5.08, -2.43, -3.09], [-5.37, -3.62, -1.90], [-5.87, -0.61, -1.66], [-6.11, -1.74, -0.26], [-8.00, -1.15, -1.65], [-2.22, -5.43, -1.02], [-1.33, -4.22, -1.26], [0.01, -4.54, -1.01], [-2.01, -6.23, -1.74], [-3.26, -5.12, -1.07], [-2.06, -5.80, -0.01], [-1.52, -3.41, -0.55], [-1.54, -3.85, -2.26], [0.36, -4.87, -1.84], [3.23, -0.53, -1.09], [2.73, -1.96, -1.33], [3.40, -2.77, -0.43], [2.91, 0.15, -1.89], [4.32, -0.54, -1.09], [2.98, -0.12, -0.12], [3.00, -2.31, -2.33], [1.66, -1.96, -1.13], [4.33, -2.88, -0.66], [2.43, 0.28, 3.79], [1.86, -1.10, 4.22], [2.70, -2.01, 3.62], [1.85, 1.05, 4.31], [2.29, 0.48, 2.73], [3.47, 0.39, 4.10], [0.86, -1.18, 3.80], [1.75, -1.24, 5.30], [3.60, -1.89, 3.93], [0.66, 2.89, -2.44], [2.14, 3.24, -2.13], [2.81, 3.56, -3.38], [0.69, 1.97, -3.03], [0.25, 3.70, -3.05], [0.06, 2.63, -1.57], [2.70, 2.44, -1.64], [2.27, 4.10, -1.47], [3.74, 3.78, -3.25]], "mulliken_charge": [1.628, 0.400, -0.173, -0.178, -0.206, 0.320, -0.207, -0.397, -0.956, -1.325, 0.238, -0.537, 0.347, 0.266, 0.369, 0.267, -0.079, 0.686, -1.251, 0.707, -0.099, 0.399, 0.337, 0.382, 0.256, -0.293, 0.565, -1.161, -0.200, -0.461, 0.291, 0.364, 0.261, 0.300, 0.296, 0.452, -0.662, 0.298, -0.570, 0.347, 0.247, 0.013, 0.423, -0.440, 0.344, -0.749, -0.232, -0.515, -0.012, 0.350, 0.335, 0.234, 0.278, 0.307, -1.042, 0.148, -0.436, 0.358, 0.262, 0.261, -0.025, 0.304, 0.273, -0.352, 0.337, -0.520, -0.069, 0.559, -0.207, 0.398, -0.376, 0.322, -1.016, 0.374, -0.457, 0.381, -0.027, 0.580, -0.244, 0.290, 0.286, -0.443, 0.161, -0.597, 0.048, 0.475, -0.178, -0.056, 0.307, 0.314]}